1.
{
  "formula": "C6H14N2O2",
  "method": "ωB97M-V/def2-TZVPD",
  "elements": ["C", "N", "C", "C", "O", "H", "H", "H", "H", "H", "H", "H", "C", "N", "C", "C", "O", "H", "H", "H", "H", "H", "H", "H"],
  "coordinates": [[2.1899, 0.6940, 0.3358], [1.6305, 1.4269, 1.4565], [0.4342, 0.9029, 2.0137], [-0.5389, 1.8581, 2.6216], [0.0518, -0.2856, 1.8562], [3.2198, 1.1436, 0.1278], [2.3317, -0.3542, 0.5970], [1.4497, 0.8791, -0.4930], [1.9788, 2.3679, 1.7543], [-1.3648, 1.9687, 2.0093], [-0.8229, 1.4255, 3.6591], [-0.1914, 2.8048, 2.7076], [-2.0639, -2.0534, -0.3341], [-0.8376, -1.5295, -0.8739], [-0.8440, -1.1435, -2.2559], [0.3776, -0.4082, -2.7112], [-1.6709, -1.3766, -3.0893], [-2.5348, -1.3108, 0.3348], [-2.7516, -2.3078, -1.1428], [-1.8559, -3.0143, 0.1120], [-0.1592, -0.9772, -0.2758], [0.9097, 0.2552, -2.0710], [1.0025, -1.2317, -2.8442], [0.0597, 0.2662, -3.4946]],
  "max_force_ev_per_a": 4.359,
  "charge": 0,
  "spin_multiplicity": 1,
  "smiles": "CNC(C)=O.CNC(C)=O",
  "orbital_gap_ev": 9.7,
  "relative_energy_kcal_mol": 45.68
}



2.
{
  "formula": "C6H14N2O2",
  "method": "ωB97M-V/def2-TZVPD",
  "elements": ["C", "N", "C", "C", "O", "H", "H", "H", "H", "H", "H", "H", "C", "N", "C", "C", "O", "H", "H", "H", "H", "H", "H", "H"],
  "coordinates": [[-0.0987, 2.4678, -0.3531], [-0.8729, 1.5279, -1.1203], [-0.3554, 0.8301, -2.1747], [-1.3580, -0.0202, -2.9118], [0.8114, 0.9149, -2.4984], [0.0235, 2.1472, 0.6814], [0.8721, 2.6316, -0.8149], [-0.5990, 3.4381, -0.2965], [-1.8676, 1.5463, -0.9753], [-2.2162, -0.2579, -2.2890], [-0.8990, -0.9196, -3.3222], [-1.6710, 0.5179, -3.8089], [0.3836, -2.2124, 0.1981], [-0.1022, -1.1818, 1.0791], [0.5712, -0.9822, 2.2660], [0.0776, 0.1848, 3.0912], [1.3458, -1.8132, 2.6903], [1.3708, -2.5744, 0.4707], [-0.2520, -3.1104, 0.2354], [0.2892, -1.9688, -0.8651], [-0.5088, -0.3789, 0.6207], [0.3706, 1.0899, 2.5533], [-0.9898, 0.1320, 3.2584], [0.5725, 0.1556, 4.0616]],
  "max_force_ev_per_a": 1.848,
  "charge": 0,
  "spin_multiplicity": 1,
  "smiles": "CNC(C)=O.CNC(C)=O",
  "orbital_gap_ev": 10.2,
  "relative_energy_kcal_mol": 16.81
}



3.
{
  "formula": "C6H14N2O2",
  "method": "ωB97M-V/def2-TZVPD",
  "elements": ["C", "N", "C", "C", "O", "H", "H", "H", "H", "H", "H", "H", "C", "N", "C", "C", "O", "H", "H", "H", "H", "H", "H", "H"],
  "coordinates": [[1.9165, 1.4168, -0.5070], [1.3090, 2.0936, 0.6094], [-0.0359, 1.9470, 0.8107], [-0.6031, 2.7401, 1.9590], [-0.7203, 1.3453, 0.0037], [1.6766, 1.9093, -1.4512], [2.9842, 1.2491, -0.3611], [1.5475, 0.3985, -0.6427], [1.8881, 2.3524, 1.3887], [-0.0392, 2.6662, 2.8914], [-0.6775, 3.7781, 1.6272], [-1.6417, 2.4187, 2.1090], [0.5205, -2.1726, -2.1312], [-0.0129, -1.7502, -0.8523], [-1.0601, -2.4759, -0.3392], [-1.7601, -1.7747, 0.8115], [-1.4112, -3.5363, -0.8177], [0.7764, -3.2215, -2.1089], [-0.2083, -2.0847, -2.9508], [1.4496, -1.6512, -2.3554], [0.0033, -0.7485, -0.7237], [-2.8186, -2.0296, 0.7318], [-1.3442, -2.1581, 1.7485], [-1.7386, -0.7120, 0.5504]],
  "max_force_ev_per_a": 1.321,
  "charge": 0,
  "spin_multiplicity": 1,
  "smiles": "CNC(C)=O.CNC(C)=O",
  "orbital_gap_ev": 9.8,
  "relative_energy_kcal_mol": 16.06
}



4.
{
  "formula": "C6H14N2O2",
  "method": "ωB97M-V/def2-TZVPD",
  "elements": ["C", "C", "C", "O", "N", "H", "H", "H", "H", "H", "H", "H", "C", "C", "C", "O", "N", "H", "H", "H", "H", "H", "H", "H"],
  "coordinates": [[1.6316, 0.4686, -2.4853], [3.1714, 1.2474, 0.8986], [1.7760, 0.5276, -0.9809], [1.0607, -0.1681, -0.2495], [2.7475, 1.3172, -0.4980], [2.3314, -0.2458, -2.9012], [3.1328, 2.0055, -1.1228], [2.3570, 0.8358, 1.4791], [0.6257, 0.1051, -2.6606], [1.7269, 1.4519, -2.9372], [4.0897, 0.6725, 0.9684], [3.3032, 2.2627, 1.2651], [-2.6000, 0.4960, -0.7793], [-1.2270, -1.9245, 1.8623], [-2.1411, -1.0236, 1.0783], [-3.3917, -1.0982, 1.3337], [-1.7180, -0.2693, 0.1134], [-0.7021, -0.1411, 0.0627], [-3.5560, 0.6559, -0.2891], [-0.2141, -1.6194, 1.6242], [-2.1342, 1.4595, -0.9622], [-2.7255, -0.0925, -1.6822], [-1.4393, -1.9228, 2.9253], [-1.4233, -2.9244, 1.4742]],
  "max_force_ev_per_a": 0.972,
  "charge": 1,
  "spin_multiplicity": 2,
  "orbital_gap_ev": [10.3, 5.4],
  "relative_energy_kcal_mol": 1.62
}



5.
{
  "formula": "C6H14N2O2",
  "method": "ωB97M-V/def2-TZVPD",
  "elements": ["C", "C", "C", "O", "N", "H", "H", "H", "H", "H", "H", "H", "C", "C", "C", "O", "N", "H", "H", "H", "H", "H", "H", "H"],
  "coordinates": [[-1.4730, 0.5938, 2.4340], [-0.7734, 2.4986, -0.7157], [-0.6207, 1.0006, 1.2637], [0.5984, 0.8721, 1.2997], [-1.3200, 1.4784, 0.1843], [-2.3147, 1.2447, 2.6759], [-2.2939, 1.4705, 0.3958], [0.0260, 3.0182, -0.1910], [-1.9533, -0.3834, 2.3197], [-0.8719, 0.5716, 3.3394], [-0.3664, 2.0747, -1.6287], [-1.6116, 3.1221, -1.0101], [1.8411, -1.9155, 0.8343], [0.3087, -0.9783, -2.5797], [0.7420, -1.8033, -1.3954], [0.5607, -2.9982, -1.3719], [1.3972, -1.1837, -0.3141], [1.5480, -0.1705, -0.3597], [1.5007, -2.9451, 0.8503], [-0.7783, -1.0226, -2.5612], [2.9407, -1.9008, 0.8615], [1.4552, -1.3527, 1.6858], [0.6015, 0.0698, -2.5786], [0.8571, -1.3611, -3.4385]],
  "max_force_ev_per_a": 1.482,
  "charge": 1,
  "spin_multiplicity": 2,
  "orbital_gap_ev": [10.8, 5.4],
  "relative_energy_kcal_mol": 14.92
}



6.
{
  "formula": "C6H14N2O2S",
  "method": "ωB97M-V/def2-TZVPD",
  "elements": ["C", "C", "C", "C", "C", "C", "N", "N", "O", "O", "S", "H", "H", "H", "H", "H", "H", "H", "H", "H", "H", "H", "H", "H", "H"],
  "coordinates": [[-0.0513, 1.3948, 0.2296], [-1.0582, 2.2101, 0.9864], [0.4321, -1.0254, -1.5635], [2.3017, -0.3435, -0.2623], [0.7187, -2.1332, 0.7782], [0.8318, -0.7922, -0.0987], [-2.7091, -1.0304, 0.7958], [0.0485, 0.1749, 0.5703], [0.5592, 2.0506, -0.8382], [-3.6040, 1.0455, -0.3948], [-3.8251, -0.2573, 0.1619], [-0.9416, 3.2510, 1.3349], [-1.8997, 2.3057, 0.4253], [-1.2170, 1.6712, 1.8137], [0.8525, -0.1699, -2.2299], [0.9564, -1.8327, -2.0014], [-0.5445, -1.3191, -1.6920], [2.8128, -1.0858, -0.6688], [2.8524, 0.0937, 0.6567], [2.1973, 0.5555, -0.8995], [0.9904, -1.8116, 1.7317], [-0.3437, -2.4085, 0.5793], [1.4860, -2.7359, 0.3180], [-1.7618, -0.7273, 0.8542], [0.9161, 2.9197, -0.5870]],
  "max_force_ev_per_a": 6.173,
  "charge": 0,
  "spin_multiplicity": 1,
  "orbital_gap_ev": 9.6,
  "relative_energy_kcal_mol": 57.06
}



7.
{
  "formula": "C6H14N2O3",
  "method": "ωB97M-V/def2-TZVPD",
  "elements": ["C", "C", "C", "C", "C", "O", "N", "O", "O", "H", "H", "H", "H", "H", "H", "H", "H", "H", "H", "H", "C", "N", "H", "H", "H"],
  "coordinates": [[1.2545, -1.0169, -1.5869], [1.4660, -0.0486, -0.4088], [2.8722, -0.3767, 0.2639], [0.3016, -0.0038, 0.5976], [0.1594, 1.2920, 1.4820], [-0.4202, 2.3583, 0.7483], [-0.4966, -0.9953, 0.7433], [-0.3468, -2.1344, 0.3583], [-1.7153, -0.7281, 1.4560], [2.2073, -1.2629, -2.0158], [0.7251, -1.8700, -1.2341], [0.6554, -0.5214, -2.3693], [1.4099, 0.9370, -0.8222], [3.8103, -0.1604, -0.3150], [2.8274, -1.4065, 0.6129], [2.9359, 0.2854, 1.2590], [-0.3231, 1.1065, 2.4932], [1.1995, 1.6533, 1.7184], [-1.2588, 2.0965, 0.3700], [-2.2207, -1.5148, 1.4017], [-2.9461, 0.1447, -1.2075], [-2.6902, 1.3235, -0.8052], [-2.5597, -0.2074, -2.2268], [-3.6270, -0.5582, -0.5821], [-3.2198, 1.6082, 0.0690]],
  "max_force_ev_per_a": 3.286,
  "charge": 0,
  "spin_multiplicity": 1,
  "smiles": "CC(C)/C(CO)=[N+](\\[O-])O.C=N",
  "orbital_gap_ev": 9.5,
  "relative_energy_kcal_mol": 115.30
}



8.
{
  "formula": "C6H14N2O4",
  "method": "ωB97M-V/def2-TZVPD",
  "elements": ["C", "N", "O", "C", "C", "O", "H", "H", "H", "H", "H", "N", "C", "C", "O", "C", "O", "H", "H", "H", "H", "H", "H", "H", "H", "H"],
  "coordinates": [[1.0219, -3.5041, 1.0067], [0.3811, -3.2207, -0.0596], [0.3511, -1.9172, -0.4836], [1.4826, -1.1559, -0.2262], [2.7653, -1.8715, -0.5798], [3.8413, -1.6971, -0.0368], [1.6164, -2.8545, 1.6193], [1.0548, -4.5590, 1.3517], [1.5429, -0.8680, 0.8487], [1.3707, -0.2529, -0.8644], [2.5789, -2.6626, -1.3429], [-0.4659, 2.3299, 1.3227], [-0.8976, 1.4519, 0.2389], [-2.4178, 1.4890, 0.1220], [-3.0477, 1.0878, 1.3342], [-0.2450, 1.8520, -1.0749], [-0.4517, 0.8280, -2.0361], [-1.2260, 2.3890, 2.0030], [-0.3533, 3.2655, 0.9255], [-0.6296, 0.4126, 0.4713], [-2.7508, 2.5125, -0.1267], [-2.7516, 0.8519, -0.7039], [-2.8129, 0.1611, 1.4765], [-0.6738, 2.8125, -1.4103], [0.8316, 2.0027, -0.8948], [-0.1151, 1.1171, -2.8805]],
  "max_force_ev_per_a": 1.992,
  "charge": 0,
  "spin_multiplicity": 1,
  "smiles": "C=NOCC=O.NC(CO)CO",
  "orbital_gap_ev": 10.1,
  "relative_energy_kcal_mol": 79.10
}



9.
{
  "formula": "C6H14N3",
  "method": "ωB97M-V/def2-TZVPD",
  "elements": ["C", "C", "C", "N", "C", "C", "C", "N", "N", "H", "H", "H", "H", "H", "H", "H", "H", "H", "H", "H", "H", "H", "H"],
  "coordinates": [[1.7467, -0.8718, 0.4186], [0.4707, -0.7709, -0.3494], [0.4025, -1.7931, -1.5356], [-0.6788, -0.9771, 0.7233], [-1.0530, 0.3780, 1.2464], [-0.5296, 1.2562, 0.1276], [-0.2043, 2.6428, 0.4646], [-1.1333, 1.0494, -1.0769], [0.3014, 0.5559, -0.7938], [1.8076, -0.4200, 1.4129], [2.5388, -0.5379, -0.2736], [2.0913, -1.8546, 0.6264], [-0.5676, -1.6684, -1.8848], [0.6899, -2.7796, -1.2846], [0.9078, -1.6881, -2.4565], [-0.3899, -1.6025, 1.3870], [-1.5019, -1.3451, 0.2446], [-0.6311, 0.5112, 2.1990], [-2.0561, 0.5066, 1.0729], [0.6460, 2.8879, 0.9627], [-1.1013, 3.1555, 0.5913], [0.1806, 3.0201, -0.4895], [-1.9364, 0.3453, -1.3320]],
  "max_force_ev_per_a": 4.381,
  "charge": 1,
  "spin_multiplicity": 1,
  "smiles": "CC1(C)[NH2+]C[C@]2(C)NN12",
  "orbital_gap_ev": 10.5,
  "relative_energy_kcal_mol": 89.27
}



10.
{
  "formula": "C6H14N3O2",
  "method": "ωB97M-V/def2-TZVPD",
  "elements": ["C", "C", "C", "C", "C", "C", "N", "N", "N", "O", "O", "H", "H", "H", "H", "H", "H", "H", "H", "H", "H", "H", "H", "H", "H"],
  "coordinates": [[-0.3665, -2.0930, -0.1089], [-1.1429, -1.2670, 0.6143], [-1.4011, 0.1436, 0.1896], [-3.8552, -0.2814, 0.0211], [2.7484, 0.4153, -1.0611], [3.0168, 0.3778, 1.2962], [-2.6299, 0.4937, -0.0830], [2.2654, 0.5930, 0.3060], [-0.3224, 0.9084, 0.1499], [-2.9657, 1.8358, -0.1530], [-0.4089, 2.2665, -0.2917], [-0.0290, -3.0204, 0.1901], [0.0646, -2.0062, -1.0443], [-1.5698, -1.6357, 1.5614], [-4.7182, 0.1886, -0.5170], [-3.8992, -1.1455, -0.5619], [-4.0219, -0.3317, 1.0152], [2.4770, 1.2718, -1.6347], [3.7826, 0.4147, -1.0475], [2.3650, -0.6368, -1.4334], [2.4697, 0.1661, 2.3142], [-2.3739, 2.5493, 0.0354], [4.1748, 0.2878, 1.4531], [0.7169, 0.3882, 0.2208], [0.5485, 2.4598, -0.3590]],
  "max_force_ev_per_a": 3.438,
  "charge": 1,
  "spin_multiplicity": 1,
  "orbital_gap_ev": 9.8,
  "relative_energy_kcal_mol": 140.98
}



11.
{
  "formula": "C6H14N3PS2",
  "method": "ωB97M-V/def2-TZVPD",
  "elements": ["C", "C", "N", "C", "C", "P", "N", "N", "C", "S", "S", "C", "H", "H", "H", "H", "H", "H", "H", "H", "H", "H", "H", "H", "H", "H"],
  "coordinates": [[2.3196, -0.0762, 2.2140], [2.0354, -0.6043, 0.7839], [0.7663, -0.0198, 0.2773], [0.8079, 1.3945, -0.0444], [1.0936, 1.8012, -1.5173], [-0.5073, -0.9875, 0.4819], [-1.8336, -0.0070, 0.5985], [-3.1918, -0.2453, 0.4885], [-4.4750, 0.3986, 0.6028], [-5.7613, 1.7745, 0.6795], [-3.3453, -2.1076, 0.2346], [-3.5121, -2.1485, -1.6123], [1.7821, -0.7794, 2.8055], [3.2612, -0.2937, 2.3676], [1.9998, 0.9001, 2.4695], [2.8249, -0.4267, 0.1705], [1.8979, -1.6891, 0.7290], [1.5642, 1.8486, 0.6673], [-0.1468, 1.7962, 0.3011], [0.5777, 0.9966, -2.1553], [0.7651, 2.8182, -1.5618], [2.1524, 1.6752, -1.7301], [-5.0685, -0.5373, 0.5531], [-4.4488, -1.8741, -1.7851], [-3.2009, -3.1420, -2.0563], [-2.7469, -1.4647, -1.9521]],
  "max_force_ev_per_a": 5.268,
  "charge": 0,
  "spin_multiplicity": 1,
  "smiles": "CCN(CC)/P=N/N(C=S)SC",
  "orbital_gap_ev": [7.3, 7.3],
  "relative_energy_kcal_mol": 116.57
}



12.
{
  "formula": "C6H14N5",
  "method": "ωB97M-V/def2-TZVPD",
  "elements": ["C", "N", "C", "C", "N", "C", "C", "N", "C", "N", "N", "H", "H", "H", "H", "H", "H", "H", "H", "H", "H", "H", "H", "H", "H"],
  "coordinates": [[2.2299, 0.5574, -0.6525], [0.9131, 1.0239, -0.1079], [0.3006, 2.3855, -0.1537], [-1.0891, 2.0929, -0.6822], [-1.3293, 0.7103, -0.3468], [-2.6837, 0.1717, -0.3851], [-0.0968, 0.2058, -0.2445], [0.1096, -1.2711, -0.2986], [0.5907, -2.0548, 0.5876], [0.7117, -3.3427, 0.2484], [0.7809, -1.7960, 1.8900], [2.0654, -0.5323, -0.7250], [2.3288, 0.9734, -1.6640], [2.8549, 0.9098, 0.1613], [0.9434, 3.1076, -0.7653], [0.0532, 2.7738, 0.8568], [-1.8968, 2.8122, -0.3000], [-1.0283, 2.1974, -1.7797], [-2.6118, -0.9638, -0.2709], [-3.2104, 0.6054, 0.4515], [-3.1485, 0.4399, -1.3762], [0.0802, -3.7727, -0.3867], [0.9989, -3.8967, 1.1005], [0.6766, -0.9044, 2.4102], [1.4566, -2.4326, 2.4328]],
  "max_force_ev_per_a": 7.439,
  "charge": 1,
  "spin_multiplicity": 1,
  "smiles": "CN1CCN(C)C1=NC(N)=[NH2+]",
  "orbital_gap_ev": 10.6,
  "relative_energy_kcal_mol": 42.59
}